No. 1
C28H26N3O2P | ωB97M-V/def2-TZVPD

For the energy, the calculation gives -1738.59219 Eh. The HOMO energy is -5.635 eV. As for the energy above the lowest of the compared OMol25 structures with the same formula, charge and spin: 4.0 kcal/mol.

```
! wB97M-V def2-TZVPD RIJCOSX def2/J DEFGRID3
* xyz 0 1
C 4.46 -2.31 3.31
C 3.42 -2.20 4.25
C 2.32 -1.38 3.99
C 2.24 -0.66 2.79
P 0.81 0.40 2.36
C -0.62 -0.71 2.62
C -1.63 -0.39 3.54
C -2.74 -1.23 3.67
C -2.86 -2.36 2.85
C -1.87 -2.66 1.91
C -0.75 -1.83 1.79
C 0.67 1.77 3.46
C 0.64 3.06 2.97
N 0.64 4.20 2.63
O 0.86 0.82 0.92
C 3.28 -0.77 1.85
C 4.38 -1.59 2.11
H 5.32 -2.94 3.51
H 3.48 -2.75 5.19
H 1.51 -1.31 4.72
H -1.54 0.51 4.15
H -3.52 -0.99 4.40
H -3.74 -3.01 2.94
H -1.96 -3.54 1.27
H 0.01 -2.05 1.04
H 0.79 1.63 4.53
H 3.21 -0.21 0.92
H 5.17 -1.68 1.37
C -3.62 6.70 -0.27
N -3.48 5.66 -1.26
C -3.69 5.90 -2.62
C -3.62 4.71 -3.26
N -3.36 3.75 -2.30
C -3.28 2.33 -2.62
C -3.24 4.33 -1.08
C -3.19 3.59 0.19
C -2.61 4.23 1.38
C -3.05 3.85 2.60
C -2.87 4.66 3.79
C -3.79 4.56 4.87
C -3.70 5.45 5.94
C -2.69 6.42 5.98
C -1.76 6.49 4.94
C -1.84 5.62 3.86
O -3.68 2.44 0.25
H -3.25 6.38 0.71
H -3.06 7.58 -0.59
H -4.68 6.99 -0.16
H -3.89 6.89 -3.00
H -3.77 4.47 -4.29
H -2.84 1.78 -1.79
H -4.28 1.94 -2.82
H -2.67 2.21 -3.52
H -1.83 4.98 1.21
H -3.67 2.96 2.69
H -4.57 3.80 4.83
H -4.43 5.39 6.76
H -2.63 7.11 6.82
H -0.95 7.23 4.96
H -1.07 5.63 3.09
*
```

No. 2
C28H26N4O4PbSi | ωB97M-V/def2-TZVPD

For the energy, the calculation gives -2084.99599 Eh. The HOMO energy is -1.892 eV. As for the energy above the lowest of the compared OMol25 structures with the same formula, charge and spin: 3.1 kcal/mol.

```
! wB97M-V def2-TZVPD RIJCOSX def2/J DEFGRID3
* xyz -2 1
Pb 0.69 0.11 -0.45
O 0.31 4.47 4.25
C -0.56 3.64 4.67
C -1.40 3.96 5.79
C -2.31 3.07 6.30
C -2.48 1.80 5.75
C -1.72 1.46 4.65
C -0.78 2.33 4.09
C -0.07 1.86 2.88
O -0.36 0.81 2.30
N 0.93 2.68 2.47
N 1.65 2.35 1.35
C 2.46 3.24 0.93
C 3.33 3.12 -0.24
C 3.92 4.31 -0.68
C 4.78 4.37 -1.76
C 5.07 3.17 -2.42
C 4.53 1.98 -2.01
C 3.62 1.88 -0.91
O 3.16 0.75 -0.55
H 0.99 3.59 2.97
H -1.27 4.94 6.22
H -2.92 3.37 7.16
H -3.20 1.09 6.17
H -1.83 0.49 4.17
H 2.52 4.20 1.46
H 3.68 5.22 -0.14
H 5.20 5.31 -2.08
H 5.74 3.18 -3.28
H 4.76 1.05 -2.52
O 0.08 -0.03 -2.83
C -0.91 -0.04 -3.62
C -0.67 -0.09 -5.04
C -1.67 -0.13 -5.97
C -3.01 -0.13 -5.57
C -3.29 -0.07 -4.22
C -2.30 -0.02 -3.24
C -2.70 0.07 -1.83
N -1.93 0.06 -0.76
C -2.75 0.16 0.34
C -4.04 0.24 -0.07
N -4.00 0.18 -1.44
H 0.37 -0.09 -5.33
H -1.42 -0.17 -7.02
H -3.82 -0.17 -6.30
H -4.33 -0.08 -3.93
H -2.34 0.20 1.33
H -4.97 0.35 0.48
H -4.79 0.24 -2.06
C 1.89 -6.05 -1.21
Si 0.68 -5.33 0.03
C 1.11 -5.99 1.74
C -1.04 -5.96 -0.39
C 0.75 -3.53 -0.01
C 0.80 -2.30 -0.07
H 1.92 -7.14 -1.16
H 2.90 -5.67 -1.02
H 1.61 -5.76 -2.22
H 1.13 -7.08 1.75
H 0.37 -5.65 2.47
H 2.09 -5.62 2.07
H -1.07 -7.05 -0.36
H -1.34 -5.62 -1.38
H -1.77 -5.57 0.32
*
```

No. 3
C28H26N4O7 | ωB97M-V/def2-TZVPD

For the energy, the calculation gives -1827.92378 Eh. The HOMO energy is -6.560 eV. As for the energy above the lowest of the compared OMol25 structures with the same formula, charge and spin: 50.2 kcal/mol.

```
! wB97M-V def2-TZVPD RIJCOSX def2/J DEFGRID3
* xyz 0 1
O -2.24 2.08 3.13
N -2.41 0.87 3.39
O -3.43 0.45 3.99
C -1.38 -0.08 3.01
C -1.57 -1.44 3.33
C -0.67 -2.37 2.80
C 0.47 -1.92 2.13
C 0.65 -0.58 1.80
C 2.00 -0.18 1.13
N 2.83 0.42 2.30
O 3.74 -0.29 2.76
O 2.49 1.54 2.74
C -0.23 0.35 2.33
H -2.49 -1.71 3.88
H -0.81 -3.42 3.09
H 1.21 -2.65 1.83
H 2.43 -1.16 0.83
H -0.05 1.41 2.20
C -0.59 2.71 -4.55
O -0.77 1.44 -3.88
C -1.99 1.16 -3.35
C -3.04 2.07 -3.12
C -4.24 1.60 -2.57
C -4.43 0.26 -2.23
C -3.37 -0.65 -2.47
O -3.33 -1.94 -2.07
C -4.31 -2.41 -1.13
C -2.19 -0.19 -3.05
N -1.12 -1.11 -3.24
C 0.13 -1.00 -2.74
C 0.42 -0.19 -1.57
C 1.72 0.26 -1.37
C 2.37 0.55 -0.13
C 3.86 1.01 -0.31
C 4.49 1.86 0.61
C 5.86 2.02 0.58
C 6.60 1.50 -0.49
C 5.93 0.85 -1.52
C 4.56 0.62 -1.45
O -0.58 0.04 -0.78
N 0.88 -1.96 -3.32
C 2.29 -2.21 -3.11
C 0.07 -2.69 -4.20
C -1.15 -2.18 -4.13
H 0.42 2.69 -4.96
H -1.31 2.82 -5.37
H -0.69 3.55 -3.84
H -2.92 3.13 -3.40
H -5.04 2.33 -2.39
H -5.36 -0.07 -1.76
H -4.01 -3.43 -0.91
H -4.30 -1.80 -0.22
H -5.31 -2.39 -1.58
H 2.15 0.53 -2.31
H 1.68 1.32 0.47
H 3.89 2.34 1.37
H 6.32 2.58 1.39
H 7.69 1.70 -0.53
H 6.49 0.52 -2.39
H 4.12 0.10 -2.27
H 2.50 -3.24 -3.44
H 2.91 -1.51 -3.70
H 2.59 -2.11 -2.05
H 0.49 -3.52 -4.78
H -2.08 -2.46 -4.64
*
```

No. 4
C28H26N7S2Tc | ωB97M-V/def2-TZVPD

For the energy, the calculation gives -2342.84704 Eh. The HOMO energy (alpha / beta) is -10.266 / -10.693 eV. As for the energy above the lowest of the compared OMol25 structures with the same formula, charge and spin: 4.7 kcal/mol. As for the expectation value of S²: 3.776.

```
! wB97M-V def2-TZVPD RIJCOSX def2/J DEFGRID3
* xyz 1 4
Tc -0.45 0.12 -0.19
C -1.24 -2.84 -1.05
N -0.35 -2.15 -0.07
C 1.05 -2.45 -0.50
C 2.03 -1.52 0.16
N 1.91 -0.12 -0.35
C 2.24 -0.10 -1.81
C 2.95 0.65 0.38
C 4.27 0.43 -0.02
C 5.35 1.00 0.63
C 5.13 1.79 1.75
C 3.84 1.99 2.18
C 2.72 1.46 1.51
S 1.20 2.03 2.14
C -0.57 -2.70 1.28
C -0.64 -4.07 1.46
C -0.83 -4.60 2.73
C -0.94 -3.74 3.82
C -0.86 -2.38 3.64
C -0.68 -1.84 2.36
S -0.57 -0.09 2.18
H -0.85 -3.83 -1.29
H -1.29 -2.25 -1.97
H -2.24 -2.96 -0.64
H 1.07 -2.35 -1.59
H 1.29 -3.49 -0.27
H 3.05 -1.88 -0.02
H 1.87 -1.50 1.24
H 2.44 0.93 -2.12
H 1.41 -0.47 -2.39
H 3.11 -0.71 -2.03
H 4.49 -0.21 -0.86
H 6.35 0.81 0.27
H 5.96 2.23 2.29
H 3.65 2.58 3.07
H -0.56 -4.75 0.62
H -0.89 -5.67 2.86
H -1.09 -4.15 4.81
H -0.95 -1.71 4.48
C -4.78 -0.22 0.47
C -5.21 1.07 0.24
C -4.29 2.05 -0.08
C -2.95 1.71 -0.19
N -2.54 0.44 0.01
C -3.43 -0.50 0.34
C -1.89 2.69 -0.50
C -2.13 4.04 -0.70
C -1.07 4.87 -1.04
C 0.20 4.34 -1.16
C 0.37 2.99 -0.90
N -0.65 2.19 -0.57
H -5.46 -1.02 0.74
H -6.26 1.32 0.32
H -4.61 3.06 -0.25
H -3.03 -1.47 0.54
H -3.13 4.44 -0.61
H -1.25 5.92 -1.21
H 1.05 4.94 -1.43
H 1.34 2.52 -0.95
N 0.33 1.54 -6.24
C -0.30 1.01 -5.44
N -1.06 0.36 -4.56
C -0.87 0.21 -3.34
N -0.77 -0.02 -2.19
*
```

Copy entry 3 word for word.
C28H26N4O7 | ωB97M-V/def2-TZVPD

For the energy, the calculation gives -1827.92378 Eh. The HOMO energy is -6.560 eV. As for the energy above the lowest of the compared OMol25 structures with the same formula, charge and spin: 50.2 kcal/mol.

```
! wB97M-V def2-TZVPD RIJCOSX def2/J DEFGRID3
* xyz 0 1
O -2.24 2.08 3.13
N -2.41 0.87 3.39
O -3.43 0.45 3.99
C -1.38 -0.08 3.01
C -1.57 -1.44 3.33
C -0.67 -2.37 2.80
C 0.47 -1.92 2.13
C 0.65 -0.58 1.80
C 2.00 -0.18 1.13
N 2.83 0.42 2.30
O 3.74 -0.29 2.76
O 2.49 1.54 2.74
C -0.23 0.35 2.33
H -2.49 -1.71 3.88
H -0.81 -3.42 3.09
H 1.21 -2.65 1.83
H 2.43 -1.16 0.83
H -0.05 1.41 2.20
C -0.59 2.71 -4.55
O -0.77 1.44 -3.88
C -1.99 1.16 -3.35
C -3.04 2.07 -3.12
C -4.24 1.60 -2.57
C -4.43 0.26 -2.23
C -3.37 -0.65 -2.47
O -3.33 -1.94 -2.07
C -4.31 -2.41 -1.13
C -2.19 -0.19 -3.05
N -1.12 -1.11 -3.24
C 0.13 -1.00 -2.74
C 0.42 -0.19 -1.57
C 1.72 0.26 -1.37
C 2.37 0.55 -0.13
C 3.86 1.01 -0.31
C 4.49 1.86 0.61
C 5.86 2.02 0.58
C 6.60 1.50 -0.49
C 5.93 0.85 -1.52
C 4.56 0.62 -1.45
O -0.58 0.04 -0.78
N 0.88 -1.96 -3.32
C 2.29 -2.21 -3.11
C 0.07 -2.69 -4.20
C -1.15 -2.18 -4.13
H 0.42 2.69 -4.96
H -1.31 2.82 -5.37
H -0.69 3.55 -3.84
H -2.92 3.13 -3.40
H -5.04 2.33 -2.39
H -5.36 -0.07 -1.76
H -4.01 -3.43 -0.91
H -4.30 -1.80 -0.22
H -5.31 -2.39 -1.58
H 2.15 0.53 -2.31
H 1.68 1.32 0.47
H 3.89 2.34 1.37
H 6.32 2.58 1.39
H 7.69 1.70 -0.53
H 6.49 0.52 -2.39
H 4.12 0.10 -2.27
H 2.50 -3.24 -3.44
H 2.91 -1.51 -3.70
H 2.59 -2.11 -2.05
H 0.49 -3.52 -4.78
H -2.08 -2.46 -4.64
*
```